25
Properties=species:S:1:pos:R:3:forces:R:3:mulliken_charge:R:1 method="wB97M-V/def2-TZVPD" max_force_ha_per_bohr=0.058 energy_ha=-803.8067 orbital_gap_ev=10.40 charge=+2 spin_multiplicity=1
H -21.15000 5.35500 10.49200 -1.25 -0.47 -1.13 0.285
O -21.95900 7.98700 11.78700 0.89 0.07 -0.82 -0.603
H -20.24800 6.87200 16.17700 -0.75 -0.47 0.71 0.297
H -19.78300 5.76600 10.82000 1.16 0.10 -0.13 0.290
H -19.95900 3.40000 13.83500 0.59 -0.10 0.02 0.307
H -21.16600 8.03800 11.22000 -0.70 -0.34 -0.22 0.299
H -18.47800 6.84400 13.04300 2.71 -0.77 0.32 0.285
O -19.46800 4.15200 13.47700 -1.95 0.17 -0.77 -0.525
O -19.95800 6.58200 15.30900 1.51 1.24 1.54 -0.543
H -21.67100 4.53100 15.87600 -0.91 -0.37 -0.48 0.323
O -22.32900 4.66700 15.15700 0.38 -0.76 0.65 -0.591
H -24.17000 5.97000 12.25900 -0.90 0.52 -0.59 0.270
H -18.61000 4.18000 13.83500 1.71 -0.47 0.93 0.284
H -22.80100 3.82800 14.97400 0.34 0.53 0.59 0.320
O -20.58300 5.46900 11.23200 0.27 -0.20 -0.54 -0.430
H -19.21800 7.21400 15.26100 0.19 -0.32 -0.63 0.292
O -23.55100 5.39200 12.67600 0.79 0.91 0.74 -0.500
Pb -21.27200 6.10500 13.40000 -0.79 -0.34 -0.15 1.453
O -19.16400 7.33400 12.67900 -2.78 1.00 -0.36 -0.506
H -21.88700 8.83200 12.22100 -0.38 0.79 0.46 0.358
H -23.74000 4.51600 12.42000 -0.69 -1.67 -0.62 0.283
H -23.07600 8.52600 14.06800 0.43 -0.39 0.69 0.302
H -22.07500 8.60700 15.28600 -0.58 -0.71 -1.02 0.289
H -18.96400 8.01600 12.04500 1.13 0.20 -0.06 0.267
O -22.35300 8.03500 14.52000 -0.44 1.86 0.87 -0.507

48
Properties=species:S:1:pos:R:3:forces:R:3:mulliken_charge:R:1 method="wB97M-V/def2-TZVPD" max_force_ha_per_bohr=0.022 energy_ha=-13532.8602 orbital_gap_ev="5.97 / 5.16" charge=-1 spin_multiplicity=2
C 0.31131 -2.22562 -3.56632 -0.09 0.13 0.01 0.234
H 4.22537 1.88298 1.99796 -0.01 -0.01 0.01 0.281
H 2.77551 2.45104 4.63875 -0.01 0.01 -0.01 0.359
C -1.68847 -0.98415 -3.62343 0.09 -0.07 0.00 -0.128
Ti 0.02701 -2.54887 -0.23823 0.66 -0.84 0.32 0.119
H -0.81410 -0.39773 2.53678 -0.03 0.01 -0.03 -0.156
C 1.62619 1.46248 3.10479 -0.08 0.05 0.07 -0.400
N -0.63807 -1.49723 -2.95673 -0.16 0.05 0.11 0.299
H 0.13551 2.96770 0.86991 0.00 -0.01 0.02 0.271
H -1.69983 0.79383 -0.25631 0.01 -0.03 0.00 0.273
C 2.96018 1.82022 3.76268 0.02 -0.03 0.03 -0.609
C -1.69164 2.63980 1.95696 0.01 0.02 0.04 -0.122
H -1.31683 3.22290 -0.06877 0.00 -0.01 -0.01 0.471
H -0.95058 -2.13874 -6.69355 0.00 -0.01 0.01 0.380
H 3.45476 3.41723 2.38330 -0.01 0.00 0.01 0.279
Se -1.92295 -3.17684 1.42894 -0.04 0.19 0.06 -0.286
Se 0.12641 -3.89994 1.98550 -0.01 0.12 -0.12 -0.233
H -0.09018 1.17218 -0.78877 0.01 0.02 0.00 0.423
H 1.14431 2.38909 2.77421 0.00 -0.01 -0.02 0.081
H -3.71168 2.27362 2.68084 0.02 0.01 0.01 0.410
C -0.85420 -1.94429 -5.63426 -0.03 -0.01 -0.14 -0.142
H 1.10356 -2.60711 -2.93213 0.00 -0.02 -0.03 0.148
H -2.38203 -0.44351 -2.99923 -0.02 0.00 -0.02 0.463
Ge 0.05785 -0.28998 1.24269 0.01 -0.04 -0.29 0.850
Se -3.03796 -4.78703 -3.58844 0.49 0.29 0.51 -0.319
N -1.14126 -3.89387 -1.46351 -0.09 0.29 0.02 -0.286
H -3.61952 2.64131 0.95657 0.01 0.01 0.00 0.305
Te 2.17220 -4.36034 -1.03938 -0.24 0.35 -0.04 -0.307
H -1.20397 2.06379 2.74760 0.01 -0.01 -0.02 0.122
C -3.11445 2.12612 1.77903 -0.06 -0.03 -0.02 -1.295
C -0.72817 1.14843 0.09914 -0.11 0.05 -0.02 -1.019
H 3.42772 0.90350 4.13708 0.00 0.00 -0.01 0.308
H 2.29004 0.92852 1.10261 -0.03 0.03 -0.01 0.511
C -1.81311 -1.18883 -4.97489 0.04 -0.01 0.07 -0.682
C -0.86086 2.55690 0.67750 0.02 0.01 0.04 -0.747
H 2.36165 -0.37341 2.25984 0.00 0.04 0.01 0.491
O -0.58972 -1.25309 -1.65601 0.07 0.05 -0.23 -0.035
C 1.75243 0.48189 1.94546 0.15 -0.22 -0.05 -1.053
Se 2.42942 -1.93815 -0.38482 -0.20 0.02 0.21 -0.343
H 4.83048 2.85648 3.33610 0.00 -0.02 0.02 0.378
H 0.96748 -3.07518 -5.38848 0.00 0.00 -0.02 0.426
H -3.12223 1.05840 1.55554 0.02 -0.01 0.00 0.228
C 3.92419 2.53169 2.82118 0.01 0.03 -0.06 -1.171
C -1.89242 -4.23394 -2.28367 -0.45 -0.46 -0.55 -0.018
H -2.67299 -0.78557 -5.48787 0.00 -0.01 -0.01 0.375
H 0.96106 1.03794 3.86447 0.02 -0.01 0.00 0.315
C 0.20926 -2.46378 -4.92243 0.00 0.02 0.09 -0.881
H -1.71668 3.67914 2.30180 -0.01 0.00 -0.01 0.428

82
Properties=species:S:1:pos:R:3:forces:R:3:mulliken_charge:R:1 method="wB97M-V/def2-TZVPD" max_force_ha_per_bohr=0.015 energy_ha=-2669.7290 orbital_gap_ev=6.22 charge=+4 spin_multiplicity=1
H -0.12690 -1.58830 -5.91266 0.00 0.00 0.01 0.499
C 4.00650 1.37316 1.35673 0.04 -0.06 0.01 -1.143
H 0.87776 -0.74252 -1.55198 -0.01 0.02 0.00 0.185
H 1.90703 -5.24134 -2.58731 0.00 0.01 0.01 0.388
C -1.18472 0.53410 -2.86035 -0.02 0.03 0.05 -0.125
H 4.78101 1.06860 2.04656 -0.01 -0.01 0.00 0.588
C 1.17515 -3.38011 -1.93340 -0.04 0.11 0.05 -0.782
N -2.32213 -0.71213 0.19106 -0.03 0.22 0.13 1.240
C 4.29805 2.37632 0.43935 -0.01 0.04 -0.05 -0.790
N 0.34084 -1.29239 -0.87788 0.08 -0.11 -0.06 -0.260
C -2.33632 1.36636 2.61516 -0.27 0.08 0.06 0.495
O -3.45908 1.25268 2.97220 0.07 0.05 0.06 -0.474
H -2.64484 2.54990 -3.86362 0.00 0.01 0.00 0.437
H 1.28886 2.45172 -1.06895 0.00 0.00 0.01 0.506
C 1.05126 -2.57075 -0.63623 -0.02 -0.01 0.03 -1.108
S 0.44406 -2.01715 3.10536 -0.06 -0.17 0.11 -0.095
H 0.09473 2.59401 2.67639 -0.03 0.03 0.00 0.356
C 4.00286 -2.08267 5.02835 0.05 0.07 -0.04 -0.721
H -2.24029 3.42044 2.27258 -0.02 -0.03 0.06 0.301
C 0.37737 0.06623 -4.64001 0.00 0.02 0.01 -0.741
H 2.78988 -4.62677 -1.34232 -0.01 -0.01 0.00 0.367
C -3.72500 -2.41167 1.12904 0.01 -0.02 -0.02 -1.015
C 2.75130 0.79361 1.35626 0.02 0.12 -0.08 1.095
C -2.33895 3.39983 -3.26480 -0.01 0.03 -0.02 -0.972
N 1.79625 1.18686 0.48610 -0.22 -0.06 -0.03 0.646
H -5.84834 -2.06339 0.93230 0.00 0.00 -0.01 0.495
H -1.21013 6.46000 -1.18518 0.00 0.00 0.00 0.475
C -1.73991 3.21423 -2.01296 0.00 -0.05 -0.04 1.082
C 2.08530 2.15545 -0.39546 -0.02 -0.01 -0.02 -0.177
C 2.33145 -0.29307 2.29190 0.02 -0.01 -0.02 0.909
H -3.97311 1.64343 -1.26699 0.02 0.00 -0.04 0.281
H -0.15870 3.29589 1.20867 -0.02 -0.02 -0.01 0.294
H -3.82178 -3.34198 1.66925 0.01 0.00 0.00 0.529
C -4.70461 -0.51694 0.01513 -0.06 -0.03 -0.01 -1.250
C 1.60234 -3.48729 5.07315 0.04 -0.02 0.04 -0.731
H 0.50180 -3.13917 0.11730 0.01 0.01 0.02 0.529
H 1.31005 -5.30774 -1.05508 0.01 0.01 0.00 0.366
C 3.32132 2.77261 -0.45892 0.07 -0.01 0.05 -1.176
H -3.00946 4.82627 -4.71239 0.00 0.00 0.00 0.460
N 1.12176 -0.77356 2.10969 -0.11 0.26 -0.25 -0.189
H 4.93611 -1.53036 5.01280 0.00 -0.01 0.01 0.451
O -1.38473 0.41030 2.60422 0.18 -0.22 -0.49 -0.476
C -1.96943 -0.54400 -3.26365 0.00 0.00 -0.05 -0.349
H -2.90769 -0.76200 -2.76840 -0.01 -0.01 0.01 0.531
H 1.26389 0.33126 -5.20193 -0.01 -0.01 0.00 0.532
C -2.49690 -1.88927 0.85711 -0.08 0.05 0.05 0.013
N -0.41609 2.50530 1.79316 -0.11 0.10 -0.03 -0.385
C -0.40741 -1.01232 -5.04016 -0.01 0.02 0.01 -0.736
C -1.33195 4.32173 -1.26818 -0.03 0.01 -0.04 -0.225
C 2.98797 -1.75941 4.14830 -0.03 -0.09 0.05 -0.093
N 1.83648 -4.71728 -1.70706 0.01 -0.03 -0.03 -0.183
C 3.81713 -3.11315 5.94146 0.01 -0.03 0.03 -0.710
H -2.28594 6.78047 -3.38032 0.00 0.00 -0.01 0.448
C -2.13197 5.77980 -2.99887 -0.02 -0.04 -0.03 -0.640
C -4.85615 -1.69189 0.70973 -0.01 0.01 -0.01 -0.612
C -3.41457 -0.05054 -0.24038 0.07 0.08 -0.08 0.171
C -2.53950 4.68166 -3.74910 0.02 0.04 0.04 -0.774
H 5.27709 2.83820 0.43077 0.00 0.00 0.01 0.483
H 2.47110 -4.61118 6.67763 0.01 0.00 0.00 0.443
H -5.55996 0.05015 -0.32736 0.00 -0.01 0.00 0.589
C 1.79572 -2.46118 4.17032 -0.05 0.11 -0.12 1.003
H 3.50960 3.54791 -1.18879 -0.02 0.00 -0.01 0.563
N 3.18849 -0.69768 3.21163 0.01 -0.03 0.05 0.017
H 1.76950 -2.85156 -2.67803 0.02 -0.03 -0.01 0.380
Zr -0.40411 0.34962 0.86988 0.42 -0.25 0.57 -0.170
N -1.82776 2.53426 1.99790 0.04 -0.08 -0.08 0.002
H -2.21595 -2.11855 -4.69968 0.00 0.00 0.00 0.543
H 0.19388 -3.58194 -2.36228 0.01 -0.04 -0.01 0.392
C -0.00960 0.83884 -3.55369 0.02 -0.04 0.00 -0.394
H 4.07189 -0.21927 3.29590 0.00 -0.01 -0.01 0.055
H 2.03522 -2.34632 -0.22137 -0.01 0.00 0.01 0.527
C -1.57989 -1.31207 -4.35737 0.01 -0.01 -0.01 -0.755
H 0.57290 1.71599 -3.28815 0.01 -0.01 -0.02 0.408
H -1.59290 -2.38532 1.20287 0.00 0.00 0.00 0.031
P -1.59494 1.53957 -1.40599 0.05 0.08 -0.02 2.271
H -0.53326 -1.48506 -1.37335 0.01 0.03 0.03 0.147
C -1.52500 5.60068 -1.76184 0.02 0.03 0.04 -0.861
H 0.66200 -4.02418 5.10324 0.01 -0.01 0.01 0.452
N -3.17670 1.09968 -0.95979 0.01 -0.10 0.12 0.353
C 2.62341 -3.81330 5.96412 -0.05 0.01 -0.04 -0.767
H 4.60775 -3.36035 6.63599 0.00 0.00 0.00 0.440
H -0.87036 4.20005 -0.29728 0.00 0.01 0.01 0.111